{"formula": "C21H30N7O7P2STi", "method": "ωB97M-V with the def2-TZVPD basis set", "charge": 1, "elements": ["Ti", "C", "C", "N", "C", "C", "N", "C", "C", "N", "H", "H", "H", "H", "H", "H", "H", "H", "H", "H", "H", "H", "H", "H", "H", "C", "C", "C", "C", "N", "C", "C", "C", "C", "C", "C", "N", "H", "H", "H", "H", "H", "H", "H", "H", "O", "P", "O", "O", "O", "P", "O", "O", "O", "H", "H", "C", "C", "C", "C", "N", "C", "S", "N", "H", "H", "H", "H", "H"], "coordinates": [[0.25891, 0.10763, 0.37723], [0.79013, 3.80179, 0.60096], [-0.02899, 2.97124, 1.62184], [0.60958, 1.65261, 1.91809], [1.92666, 1.84000, 2.59236], [2.97108, 0.85087, 2.11381], [2.87897, 0.64097, 0.65925], [3.69149, 1.61015, -0.09816], [3.09141, 3.01912, -0.06046], [1.64902, 2.97623, -0.24755], [1.38252, 4.55139, 1.12955], [0.08133, 4.34026, -0.02116], [-1.02460, 2.78332, 1.24323], [-0.11861, 3.52908, 2.55264], [0.01443, 1.21260, 2.62150], [1.79782, 1.72267, 3.66455], [2.24936, 2.85772, 2.40617], [2.81257, -0.09432, 2.61082], [3.96028, 1.21267, 2.40514], [3.23317, -0.28644, 0.46220], [3.76001, 1.26749, -1.12888], [4.70653, 1.65059, 0.30020], [3.58091, 3.62974, -0.82072], [3.32808, 3.48290, 0.89499], [1.41391, 3.10101, -1.21879], [-2.31160, -3.89624, 0.14497], [-1.21067, -4.72829, 0.21063], [0.03121, -4.23856, -0.17219], [0.11636, -2.92029, -0.55055], [-0.91248, -2.06301, -0.47021], [-2.11227, -2.56270, -0.17529], [1.26968, -2.31911, -1.25719], [2.04807, -3.07508, -2.10918], [2.89292, -2.43721, -2.99980], [2.89469, -1.05503, -3.03845], [2.09974, -0.36968, -2.14766], [1.33170, -0.97500, -1.23450], [-3.30984, -4.25535, 0.35923], [-1.31681, -5.75684, 0.53311], [0.91026, -4.87103, -0.16271], [-2.94340, -1.86635, -0.18905], [1.94424, -4.15181, -2.10939], [3.49432, -3.01193, -3.69254], [3.48971, -0.50969, -3.76009], [2.03817, 0.70443, -2.17058], [0.87705, -3.07826, 3.07358], [0.42789, -1.58697, 2.83093], [0.73159, -0.64556, 3.90957], [1.02985, -1.22257, 1.42735], [-1.16650, -1.73060, 2.58066], [-2.15967, -0.48341, 2.22913], [-1.90257, 0.55956, 3.39738], [-3.54130, -0.91161, 2.08743], [-1.43630, 0.21871, 1.01950], [0.91159, -3.29884, 4.01860], [-2.58835, 0.51707, 4.08239], [-5.40513, 2.22216, -2.27905], [-4.24515, 1.27062, -2.39108], [-4.38734, 0.00455, -2.94777], [-3.25855, -0.77784, -3.03390], [-2.06104, -0.37622, -2.59600], [-2.02594, 0.84199, -2.06713], [-0.46442, 1.46395, -1.44850], [-3.05454, 1.68297, -1.93957], [-5.90771, 2.33093, -3.24189], [-5.05292, 3.19406, -1.94176], [-6.13896, 1.84246, -1.56350], [-5.34550, -0.34593, -3.30866], [-3.29607, -1.76373, -3.48505]], "nbo_charge": [1.76, -0.24, -0.22, -0.68, -0.24, -0.24, -0.62, -0.22, -0.23, -0.64, 0.19, 0.23, 0.24, 0.21, 0.44, 0.24, 0.20, 0.23, 0.20, 0.39, 0.20, 0.20, 0.21, 0.19, 0.40, -0.22, -0.15, -0.19, 0.16, -0.44, 0.07, 0.21, -0.22, -0.12, -0.24, 0.08, -0.51, 0.24, 0.23, 0.23, 0.24, 0.24, 0.24, 0.24, 0.23, -0.97, 2.56, -1.09, -1.13, -1.07, 2.57, -0.99, -1.05, -1.10, 0.53, 0.54, -0.65, 0.28, -0.31, 0.08, -0.47, 0.30, -0.21, -0.47, 0.23, 0.24, 0.24, 0.23, 0.20]}


{"formula": "C4H9NO", "method": "ωB97M-V with the def2-TZVPD basis set", "smiles": "C/N=C(/C)OC", "elements": ["C", "N", "C", "C", "O", "C", "H", "H", "H", "H", "H", "H", "H", "H", "H"], "coordinates": [[0.40351, 1.92886, -0.10170], [-0.54504, 1.01656, 0.51254], [-0.66250, -0.21230, 0.23733], [-1.84992, -0.99310, 0.74816], [0.07962, -1.01933, -0.58537], [1.49469, -0.94136, -0.63711], [0.43255, 1.84452, -1.19804], [0.09120, 2.95973, 0.11960], [1.42136, 1.80026, 0.29216], [-2.66595, -0.87708, 0.02382], [-1.61272, -2.05815, 0.84254], [-2.18602, -0.58806, 1.70543], [1.83469, -0.33026, -1.48037], [1.84148, -1.96966, -0.77502], [1.92304, -0.56063, 0.29603]], "nbo_charge": [-0.44, -0.50, 0.58, -0.67, -0.54, -0.25, 0.19, 0.20, 0.19, 0.23, 0.22, 0.24, 0.18, 0.19, 0.18]}


DFT total energy for the records above, in order: -3658.803160, -287.768127 hartree